Entry from the OMol25 dataset: an isolated molecule of C26H38N2O6 in a non-equilibrium geometry (ωB97M-V/def2-TZVPD).

Cartesian coordinates (Å):
C1 -6.74326 -1.11389 0.11067
H1 -6.84566 -2.04684 0.66148
H2 -7.59279 -1.02255 -0.56258
H3 -6.79279 -0.28381 0.81033
C2 -5.44225 -1.09212 -0.70054
C3 -5.61992 -2.05389 -1.88289
H4 -6.44391 -1.71943 -2.50924
H5 -5.84536 -3.05995 -1.53363
H6 -4.72962 -2.09580 -2.50329
C4 -5.20065 0.31905 -1.23293
H7 -4.36023 0.32875 -1.92241
H8 -4.98108 0.99961 -0.41679
H9 -6.08238 0.67462 -1.76212
C5 -4.24459 -1.58983 0.16469
C6 -2.93742 -1.40829 -0.53887
C7 -1.83754 -0.91081 0.02347
O1 -1.79524 -0.42192 1.31500
C8 -3.05156 0.02946 1.77743
O2 -3.43088 1.20830 1.14649
C9 -2.59395 2.32658 1.40832
C10 -2.63056 3.27321 0.21151
C11 -1.96093 2.69053 -1.03279
H10 -2.34817 1.68633 -1.21548
C12 -0.43578 2.62391 -0.92076
H11 -0.02918 3.62051 -0.71997
O3 0.17649 2.19106 -2.10545
H12 -0.16449 1.30296 -2.31544
H13 -0.15332 1.96526 -0.08343
H14 -2.20917 3.30792 -1.89822
H15 -3.67682 3.48623 -0.01310
H16 -2.14185 4.20756 0.49475
H17 -1.57029 1.98820 1.59809
H18 -2.96115 2.83778 2.31123
C13 -4.14509 -1.02508 1.59716
H19 -3.90530 -1.83918 2.28399
H20 -5.08141 -0.57744 1.91696
H21 -2.88315 0.20864 2.85558
C14 -0.59378 -0.78100 -0.79775
O4 -0.70122 -0.46554 -1.98187
N1 0.60171 -1.04303 -0.24532
C15 0.87278 -1.41731 1.12161
H22 1.41993 -2.36846 1.12054
C16 1.73759 -0.32039 1.76989
N2 2.96691 -0.06639 1.05194
C17 2.68963 0.22030 -0.34360
C18 1.81507 -0.84830 -1.01732
H23 2.35122 -1.80206 -1.07614
H24 1.53808 -0.53312 -2.02318
H25 2.17176 1.18175 -0.39404
H26 3.63614 0.31353 -0.87723
C19 4.00703 -1.06061 1.25371
C20 5.34443 -0.52938 0.80392
C21 5.71845 0.76036 1.15139
C22 6.94483 1.29880 0.77488
C23 7.78292 0.49223 0.04379
C24 7.41510 -0.80585 -0.30930
C25 6.20238 -1.33740 0.05416
H27 5.93269 -2.34149 -0.23017
O5 8.42499 -1.38489 -1.03267
C26 9.44060 -0.40902 -1.12617
O6 9.03423 0.75979 -0.44870
H28 9.62969 -0.17454 -2.18632
H29 10.36652 -0.79643 -0.67101
H30 7.23080 2.30157 1.04335
H31 5.02507 1.35902 1.71963
H32 4.05608 -1.26606 2.32876
H33 3.80750 -2.01569 0.74225
H34 1.16184 0.61079 1.77912
H35 1.97063 -0.59107 2.80150
H36 -0.05238 -1.54369 1.67700
H37 -2.85909 -1.73862 -1.56125
H38 -4.39886 -2.67345 0.26735

Values from the calculation:
- M: 474.60 g/mol
- DFT total energy: -1574.4613 Ha
- Structure (SMILES): CC(C)(C)[C@H]1C=C(C(=O)N2CCN(Cc3ccc4c(c3)OCO4)CC2)O[C@@H](OCCCCO)C1

Atomic partial charges in e from the Mulliken method, atoms 1 to 8: -2.00 0.39 0.47 0.42 1.72 -1.92 0.47 0.46



Entry from the OMol25 dataset: an isolated molecule of C26H38N4 (ωB97M-V/def2-TZVPD).

Cartesian coordinates (Å):
C1 -6.82023 -0.03297 -0.61591
N1 -5.78015 0.91981 -0.29771
C2 -5.79257 1.28811 1.10001
H1 -4.99620 2.00606 1.28701
H2 -6.74868 1.76157 1.32457
H3 -5.66762 0.43606 1.78642
C3 -4.47616 0.55002 -0.80737
H4 -3.77662 1.34761 -0.54380
C4 -3.89094 -0.77732 -0.28301
N2 -2.44296 -0.76034 -0.35505
C5 -1.96613 -0.84713 -1.71800
H5 -0.87743 -0.85206 -1.71475
H6 -2.31593 -1.75984 -2.22902
H7 -2.30628 0.02040 -2.27862
C6 -1.82344 -1.78886 0.47704
C7 -0.35688 -1.48317 0.66400
C8 -0.01871 -0.29081 1.32670
C9 -1.00805 0.56412 1.88335
C10 -0.67506 1.70585 2.54370
C11 0.67635 2.06277 2.70388
C12 1.65550 1.28784 2.16411
C13 1.35086 0.10526 1.43869
C14 2.35545 -0.65921 0.82168
C15 2.03314 -1.90506 0.26056
C16 3.02760 -2.79688 -0.22812
C17 2.71773 -4.00039 -0.77959
C18 1.37363 -4.39905 -0.88047
C19 0.38842 -3.58862 -0.41058
C20 0.65853 -2.32327 0.18059
H8 -0.62979 -3.93594 -0.47886
H9 1.13168 -5.35632 -1.31848
H10 3.49863 -4.65902 -1.13037
H11 4.06854 -2.53290 -0.13148
C21 3.74571 -0.07841 0.72794
N3 3.71303 1.29721 0.23865
C22 5.03216 1.88621 0.24757
H12 5.73490 1.36776 -0.42641
H13 4.96046 2.92670 -0.06152
H14 5.43750 1.85188 1.25896
C23 3.07213 1.41844 -1.05816
H15 2.22724 0.72780 -1.07279
C24 2.53359 2.85040 -1.26309
N4 1.27345 2.96398 -1.96874
C25 1.30918 2.41139 -3.30445
H16 1.36863 1.31231 -3.32435
H17 2.16978 2.81633 -3.83507
H18 0.40375 2.71209 -3.83200
C26 0.13167 2.49037 -1.21660
H19 0.13525 2.95216 -0.23136
H20 -0.77617 2.79034 -1.74000
H21 0.10277 1.39969 -1.08368
H22 3.26303 3.45377 -1.81216
H23 2.39356 3.29566 -0.27530
H24 3.75332 1.13436 -1.87913
H25 4.20719 -0.06384 1.72260
H26 4.38597 -0.69152 0.07701
H27 2.68603 1.57008 2.28726
H28 0.92920 2.95473 3.25891
H29 -1.44542 2.33907 2.96016
H30 -2.04594 0.30647 1.77031
H31 -2.31168 -1.78308 1.45640
H32 -1.98601 -2.78659 0.04675
H33 -4.16961 -0.88460 0.76874
H34 -4.32208 -1.63206 -0.83507
H35 -4.55910 0.51514 -1.89717
H36 -6.78273 -0.26034 -1.68006
H37 -7.78760 0.41713 -0.39174
H38 -6.74037 -0.97433 -0.05104

Values from the calculation:
- M: 406.62 g/mol
- DFT total energy: -1232.4992 Ha
- Structure (SMILES): CN(C)CCN(C)Cc1c2ccccc2c(CN(C)CCN(C)C)c2ccccc12

Atomic partial charges in e from the Mulliken method, atoms 1 to 8: -0.95 0.04 -0.92 0.25 0.34 0.33 -1.17 0.33



Entry from the OMol25 dataset: a cluster of 7 separate species, C26H38N4O4 in total in a non-equilibrium geometry (ωB97M-V/def2-TZVPD).

Cartesian coordinates (Å):
O1 0.95490 -1.15965 3.92725
C1 1.77137 -0.28777 3.93451
O2 1.83945 0.59091 4.97333
C2 2.88721 1.54793 4.76368
C3 3.07335 1.57276 3.24840
C4 2.83119 0.10006 2.91648
H1 3.79145 1.22412 5.28200
H2 2.55508 2.50849 5.14806
H3 4.06247 1.89328 2.92904
H4 2.30218 2.20048 2.80207
H5 3.71656 -0.48160 3.19446
H6 2.55550 -0.09914 1.88742
N1 -1.24218 0.59808 2.24487
C5 -2.20886 0.03101 3.01708
C6 -2.60029 0.96731 3.94066
C7 -1.84062 2.13601 3.70289
C8 -1.01079 1.88509 2.64348
H7 -0.74515 0.19178 1.46765
H8 -2.46409 -1.00386 2.86417
H9 -3.38965 0.84802 4.66391
H10 -1.80965 3.03137 4.30290
H11 -0.39028 2.56223 2.08166
N2 1.49349 -7.58427 -1.07078
C9 2.28049 -6.96467 -1.98226
C10 1.60581 -5.90219 -2.50714
C11 0.36438 -5.84501 -1.80980
C12 0.29751 -6.89894 -0.95430
H12 1.83497 -8.20461 -0.35800
H13 3.27112 -7.34369 -2.17483
H14 1.90979 -5.19641 -3.25958
H15 -0.44120 -5.14870 -1.96809
H16 -0.45208 -7.16336 -0.22979
N3 2.48199 2.87442 -0.37892
C13 2.61735 1.59153 -0.84783
C14 3.45983 1.63739 -1.92806
C15 3.83271 2.98782 -2.13544
C16 3.21631 3.72471 -1.15824
H17 1.99129 3.14500 0.45484
H18 2.08195 0.78468 -0.37668
H19 3.68165 0.75811 -2.51188
H20 4.42051 3.36979 -2.95246
H21 3.27672 4.77195 -0.91442
N4 -0.29100 3.65993 -1.73697
C17 -0.70342 4.96171 -1.77343
C18 -1.81060 5.08032 -0.97688
C19 -2.07735 3.79259 -0.44240
C20 -1.11058 2.93948 -0.91470
H22 0.42939 3.30283 -2.34116
H23 -0.17987 5.69810 -2.35885
H24 -2.39419 5.97861 -0.86411
H25 -2.84077 3.51238 0.26554
H26 -0.97514 1.88605 -0.72974
C21 -0.95635 -2.53967 -1.22175
C22 -0.16368 -1.65697 -0.29013
O3 -0.09141 -0.45998 -0.50500
C23 0.46527 -2.23906 0.94635
H27 -1.48368 -3.31741 -0.68022
H28 -0.16665 -2.97195 -1.84687
H29 -1.51278 -1.85353 -1.85116
H30 -0.23857 -1.92149 1.72135
H31 1.41648 -1.76273 1.15650
H32 0.57099 -3.31987 0.91539
C24 -4.13726 -0.60754 -2.25906
C25 -4.34965 -0.37322 -3.73948
O4 -4.26968 -1.27154 -4.54536
C26 -4.65047 1.04290 -4.17741
H33 -4.97746 -0.19725 -1.70332
H34 -3.20720 -0.11026 -1.96640
H35 -3.96841 -1.67501 -2.13211
H36 -5.69192 1.11421 -4.49057
H37 -3.97837 1.32047 -4.98536
H38 -4.51938 1.73745 -3.34498

Values from the calculation:
- M: 470.61 g/mol
- DFT total energy: -1533.4660 Ha
- Structure (SMILES): c1cc[nH]c1.c1cc[nH]c1.c1cc[nH]c1.c1cc[nH]c1.O=C1CCCO1.CC(C)=O.CC(C)=O

Atomic partial charges in e from the Mulliken method, atoms 1 to 8: -0.54 0.63 -0.36 -0.60 -0.23 0.05 0.29 0.35



Entry from the OMol25 dataset: a structure of composition C26H39As2CrN4O6S7 in a non-equilibrium geometry (ωB97M-V/def2-TZVPD).

Cartesian coordinates (Å):
Cr1 0.30001 -0.05324 -0.10944
C1 -2.24678 -2.47637 -1.63776
C2 -0.81994 -2.79776 -1.39869
N1 0.13596 -1.96504 -1.09686
C3 1.38225 -2.55757 -1.14225
C4 1.36738 -3.87953 -1.44223
S1 -0.24619 -4.40283 -1.68062
C5 2.53403 -1.69355 -0.96328
C6 3.84670 -2.03549 -0.95627
S2 4.81996 -0.63060 -0.84131
C7 3.40061 0.35294 -0.83141
N2 2.29540 -0.33629 -0.85865
C8 3.51895 1.83491 -0.85451
H1 -2.37673 -1.39883 -1.68008
H2 -2.87302 -2.87316 -0.84014
H3 -2.57210 -2.92862 -2.57566
H4 2.20061 -4.54942 -1.55375
H5 4.28331 -3.01693 -0.98783
H6 4.38470 2.13271 -1.44407
H7 3.64949 2.20451 0.16298
H8 2.61591 2.26943 -1.27928
C9 -2.24112 2.16984 2.29478
C10 -3.09562 1.71120 1.11571
C11 -4.57614 1.70397 1.49781
C12 -2.84724 2.63336 -0.08362
C13 -2.62073 0.30641 0.67450
N3 -1.42274 -0.00142 0.48051
H9 -2.36882 3.24085 2.46993
H10 -1.19679 1.97239 2.08568
H11 -2.52393 1.62999 3.19654
H12 -4.86944 2.68699 1.87288
H13 -4.76179 0.96432 2.27003
H14 -5.19539 1.45846 0.63511
H15 -2.96005 3.67931 0.21139
H16 -3.55378 2.42035 -0.88853
H17 -1.83230 2.47645 -0.44421
O1 0.22162 3.21230 -0.82865
C14 0.70512 2.94048 0.27460
N4 0.86522 1.68085 0.74030
S3 1.65369 1.72742 2.20716
O2 2.97170 1.16364 2.10175
O3 0.83081 1.23543 3.28047
C15 1.78088 3.49275 2.32308
C16 2.32985 4.31909 3.27722
C17 2.26979 5.69115 3.06346
C18 1.67266 6.20394 1.91484
C19 1.13928 5.36213 0.95648
C20 1.19857 3.99002 1.17004
H18 2.79288 3.91558 4.16740
H19 2.67517 6.36447 3.80544
H20 1.62938 7.27546 1.77467
H21 0.67507 5.74898 0.06015
C21 2.04416 -1.25903 4.85159
As1 0.52605 -1.65262 3.68766
C22 0.42958 -3.56653 4.03873
C23 -0.98847 -0.91421 4.63016
S4 1.27070 -1.46144 1.69719
H22 1.84317 -1.64515 5.85140
H23 2.22147 -0.18891 4.88880
H24 2.91985 -1.75221 4.43106
H25 0.37669 -3.72466 5.11645
H26 1.32129 -4.04549 3.63529
H27 -0.44642 -3.98264 3.54997
H28 -0.99965 -1.39354 5.61041
H29 -1.91940 -1.13254 4.11071
H30 -0.84464 0.15692 4.73205
C24 -1.82577 3.81223 -2.85505
As2 -0.40273 2.54225 -3.22518
C25 -0.88362 2.08100 -5.06432
C26 1.19207 3.59933 -3.58263
S5 -0.32568 0.55866 -2.46571
H31 -1.90084 4.47930 -3.71393
H32 -1.59699 4.37026 -1.95331
H33 -2.75994 3.26839 -2.73224
H34 -1.02451 2.96649 -5.68461
H35 -1.80450 1.49967 -5.04844
H36 -0.10081 1.45681 -5.49270
H37 0.93141 4.31733 -4.36023
H38 1.98658 2.94838 -3.94396
H39 1.50742 4.12363 -2.68629
O4 -5.06894 -2.44427 1.06507
S6 -3.93093 -1.74226 1.58708
O5 -4.13615 -0.99292 2.80899
O6 -3.67051 -0.59752 0.41641
S7 -2.37738 -2.92534 1.74808

Values from the calculation:
- M: 929.93 g/mol
- <S²>: 3.783
- Multiplicity: 4
- DFT total energy: -9988.0190 Ha

Atomic partial charges in e from the Mulliken method, atoms 1 to 8: -0.83 -1.10 0.41 1.83 -0.35 -0.57 -0.24 -0.50